Record 1
Below is 2 unconnected molecules or ions with the total composition C2H5NSi, with properties calculated with ωB97M-V/def2-TZVPD.

```
9
Properties=species:S:1:pos:R:3:mulliken_charge:R:1
C -2.2126 -1.4364 -0.2648 -0.575
C -1.0439 -1.2708 0.0009 0.193
N 0.1952 -0.8743 0.1357 -0.185
Si 1.7713 -0.9706 -0.0834 0.232
H -3.1727 -1.4025 -0.4335 0.461
H 2.5630 0.2262 0.3402 -0.050
H 2.8675 -1.8926 -0.4932 -0.071
H -0.0148 1.9133 0.1694 -0.063
H -0.4121 1.9838 -0.4717 0.059
```

highest occupied orbital energy: -0.3134 hartree
Kohn-Sham gap: 0.2879 Eh
LUMO level: -0.69 eV
charge: 0
relative energy (zero: lowest compared OMol25 entry of this formula, charge and spin): 86.91 kcal per mole
SMILES: C#CN=[SiH2].[H][H]
2S+1: 1


Record 2
Below is a single C2H4N2S molecule, with properties calculated with ωB97M-V/def2-TZVPD.

```
9
Properties=species:S:1:pos:R:3:mulliken_charge:R:1
C -0.0298 0.4666 0.6415 -0.479
C -0.5736 0.0392 -0.7647 0.225
N 0.3296 -0.7715 1.1909 -0.509
N 0.1166 0.4225 -1.9538 -0.458
S 0.4726 -1.1013 -1.5416 0.026
H 0.7610 1.1105 0.4139 0.347
H -0.6360 0.9214 1.4205 0.290
H -1.6821 -0.2212 -0.8039 0.321
H 1.2418 -0.8662 1.3973 0.238
```

highest occupied orbital energy (alpha / beta): -0.3616 / -0.3192 hartree
Kohn-Sham gap (alpha / beta): 0.3397 / 0.3023 Eh
LUMO level (alpha / beta): -0.60 / -0.46 eV
charge: 0
relative energy (zero: lowest compared OMol25 entry of this formula, charge and spin): 103.42 kcal per mole
2S+1: 1


Record 3
Below is 11 unconnected molecules or ions with the total composition C13H48N14O14, with properties calculated with ωB97M-V/def2-TZVPD.

```
89
Properties=species:S:1:pos:R:3:mulliken_charge:R:1
N 9.6041 15.3744 12.6607 -0.155
C 8.2360 15.4359 12.7725 0.456
N 7.5314 16.4841 12.2617 -0.265
O 7.6100 14.5108 13.2971 -0.728
H 9.9887 14.9340 13.4895 0.265
H 10.0512 16.2498 12.4384 0.148
H 8.1100 17.2153 11.7855 0.162
H 6.5871 16.3638 11.9726 0.250
N 10.9120 12.9270 7.8132 -0.259
C 9.5717 12.8615 7.5790 0.677
N 9.1397 13.7161 6.6006 -0.389
O 8.7927 12.0923 8.1670 -0.772
H 11.2150 12.3109 8.5566 0.244
H 11.3681 13.8037 7.6824 0.160
H 9.8881 14.1297 6.0615 0.191
H 8.1886 13.6485 6.3405 0.247
N 9.3586 11.6781 13.2265 -0.550
C 9.8505 11.4682 11.9595 0.692
N 8.9834 11.9255 11.0406 -0.198
O 10.8782 10.7745 11.7757 -0.799
H 8.8654 12.4943 13.4409 0.222
H 10.0905 11.5984 13.8311 0.264
H 8.9603 11.5543 10.0835 0.265
H 8.1381 12.4012 11.3213 0.177
N 8.6705 16.9594 7.9144 -0.401
C 8.5420 18.2308 8.3892 0.453
N 7.2090 18.7062 8.5871 -0.358
O 9.4982 19.0187 8.5235 -0.622
H 9.6299 16.6701 7.9223 0.114
H 7.9501 16.2571 8.1633 0.271
H 6.5115 17.9461 8.5495 0.179
H 7.0742 19.6227 8.9945 0.226
N 16.1958 15.3631 8.5275 -0.413
C 16.3972 16.3542 9.5482 0.603
N 16.5289 17.6800 9.0633 -0.505
O 16.4975 16.1520 10.7303 -0.684
H 15.7911 14.4943 8.9422 0.208
H 15.8142 15.7343 7.6748 0.325
H 17.0431 17.8608 8.2048 0.263
H 16.8538 18.2632 9.8274 0.226
N 11.4876 20.7335 8.9882 -0.338
C 11.3257 21.7198 9.8868 0.496
N 12.4770 21.9831 10.5569 -0.443
O 10.2892 22.3164 10.0383 -0.748
H 10.6849 20.2507 8.6694 0.617
H 12.2792 20.0994 9.2362 0.091
H 12.2983 22.6988 11.2476 0.241
H 13.1768 21.3439 10.8085 0.194
N 12.9222 14.5633 10.1689 0.245
C 12.5482 15.7258 9.4063 0.360
N 12.9399 16.9280 9.9609 0.088
O 12.0818 15.6055 8.2347 -0.801
H 13.0096 14.7431 11.1696 0.107
H 12.5227 13.6349 9.9398 0.067
H 12.7865 17.8207 9.4637 0.202
H 13.3879 16.9677 10.8383 0.168
O 8.9991 18.8579 11.5947 -0.476
C 8.7162 20.2281 12.1182 -0.340
C 7.6272 20.9880 11.3254 -0.522
O 7.9251 21.1959 9.9759 -0.584
H 9.7214 18.9050 11.0166 0.073
H 8.3885 20.1562 13.1793 0.347
H 9.6181 20.8128 12.1389 0.279
H 7.4133 21.9139 11.8649 0.364
H 6.7748 20.3076 11.2721 0.280
H 8.7398 21.7773 9.8420 0.395
O 13.8491 16.9667 6.8103 -0.532
C 13.1318 18.1289 6.5042 0.040
C 13.8766 19.2710 7.1552 -0.681
O 14.0527 19.0808 8.5988 -0.654
H 13.1768 16.3484 7.0949 0.219
H 13.0618 18.3311 5.4112 0.386
H 12.0548 18.1886 6.8201 -0.044
H 13.3350 20.1931 6.9757 0.489
H 14.8572 19.2343 6.6644 0.309
H 14.7093 18.3294 8.6339 0.325
O 15.3285 12.7303 9.6913 -0.594
C 14.8730 11.4190 9.7059 -0.448
C 13.6858 11.3488 10.6284 -0.587
O 12.5611 11.8241 9.9709 -0.842
H 14.5437 13.2923 9.8544 0.483
H 14.6073 11.0563 8.6526 0.208
H 15.8069 10.8171 10.0606 0.298
H 13.9642 11.8784 11.5565 0.159
H 13.5447 10.3428 10.9861 0.565
H 11.7947 11.5870 10.6112 0.282
O 14.8686 14.3279 12.3441 -0.626
H 15.4516 13.6356 12.7297 0.313
H 15.5487 14.8527 11.8406 0.379
```

highest occupied orbital energy: -0.3613 hartree
Kohn-Sham gap: 0.3640 Eh
LUMO level: 0.07 eV
charge: 0
relative energy (zero: lowest compared OMol25 entry of this formula, charge and spin): 0.00 kcal per mole
SMILES: NC(N)=O.NC(N)=O.NC(N)=O.NC(N)=O.NC(N)=O.NC(N)=O.NC(N)=O.OCCO.OCCO.OCCO.O
2S+1: 1


Record 4
Below is a molecular structure, C5H10O3Yb, with properties calculated with ωB97M-V/def2-TZVPD.

```
19
Properties=species:S:1:pos:R:3:lowdin_spin:R:1
O -0.9802 -2.0066 -1.9493 0.219
C -1.3686 -2.5699 -0.8566 0.239
C -1.6934 -1.6407 0.1992 0.397
O -1.0835 -0.4700 0.0169 0.151
C -1.0408 0.6182 0.9503 0.006
C 0.3987 1.0761 0.9925 0.004
O 0.8845 1.1023 -0.3481 0.001
C 2.0916 1.8462 -0.5098 -0.001
Yb 0.4228 -0.5600 -1.8082 0.707
H -2.0870 -3.3930 -0.9888 0.006
H -2.0085 -1.9040 1.2094 0.015
H -1.3860 0.3010 1.9402 0.000
H -1.6958 1.3902 0.5295 0.003
H 1.0216 0.3959 1.5922 0.000
H 0.4461 2.0817 1.4326 0.000
H 2.4294 1.7021 -1.5409 0.000
H 1.8887 2.9116 -0.3381 0.000
H 2.8554 1.4781 0.1893 0.000
H 0.9052 -2.3590 -0.7123 0.253
```

highest occupied orbital energy (alpha / beta): -0.6546 / -0.6299 hartree
Kohn-Sham gap (alpha / beta): 0.3449 / 0.2504 Eh
LUMO level (alpha / beta): -8.43 / -10.33 eV
charge: +2
relative energy (zero: lowest compared OMol25 entry of this formula, charge and spin): 29.63 kcal per mole
2S+1: 3
⟨S²⟩: 2.022


Look up the relative energy (zero: lowest compared OMol25 entry of this formula, charge and spin) of the third one. 0.00 kcal per mole